<w>
Formula: C7H7NOS
Source: the Open Molecules 2025 dataset
Level of theory: ωB97M-V/def2-TZVPD

Positions of all 17 atoms, in Å:
H  -2.41092  -1.76478  -4.12086
C  1.97356  -0.82308  1.68250
H  2.68974  2.41082  2.13810
H  0.41702  -1.74177  0.72153
C  -1.02568  0.59775  0.06466
C  0.81884  1.73897  1.18572
N  -1.92346  0.56086  -0.62687
C  0.77299  -0.75701  0.89869
C  2.61918  0.33760  2.02527
H  2.30433  -1.93188  1.75821
C  0.19787  0.50595  0.74180
O  -3.31699  -2.16920  -4.15724
S  -4.36314  -1.24834  -3.21258
C  2.13829  1.58066  1.65861
H  -5.02469  -0.50699  -4.14199
H  0.53439  2.78434  0.98225
H  3.59870  0.42611  2.40220

Output
HOMO energy (eV): -8.97

Computed Löwdin charges, given in elementary charges:
1. H 0.041
2. C -0.066
3. H 0.115
4. H 0.104
5. C -0.215
6. C 0.006
7. N 0.173
8. C -0.016
9. C -0.112
10. H 0.136
11. C -0.232
12. O -0.574
13. S 0.676
14. C -0.090
15. H -0.158
16. H 0.123
17. H 0.090

<x>
Formula: C7H7NOS
Source: the Open Molecules 2025 dataset
Level of theory: ωB97M-V/def2-TZVPD

Positions of all 17 atoms, in Å:
H  -2.29999  2.57853  -0.55630
O  0.89535  -1.73449  -0.89209
H  -1.06203  -2.22507  -1.50619
H  1.33155  -1.46153  1.14165
C  -1.74164  1.76673  -0.05174
H  3.80964  1.52797  -0.28723
N  -0.24529  -2.56582  -0.91252
C  3.18747  0.77713  -0.06819
C  -0.45314  1.14762  -0.46960
H  -2.93029  1.41519  1.73359
C  -0.07570  0.11186  0.34794
H  -0.03959  1.16851  -1.45866
H  -0.51877  -2.69420  0.00104
C  1.14736  -0.81746  0.20727
C  2.27289  -0.00038  -0.07019
C  -2.14079  1.10313  1.08415
S  -1.13703  -0.09771  1.75706

Output
HOMO energy (eV): -9.00

Computed Löwdin charges, given in elementary charges:
1. H 0.108
2. O -0.188
3. H 0.120
4. H 0.168
5. C -0.124
6. H -0.001
7. N 0.037
8. C 0.175
9. C -0.097
10. H 0.048
11. C -0.480
12. H 0.111
13. H 0.025
14. C -0.362
15. C -0.078
16. C -0.478
17. S 1.018

Least stable structure among those shown: <x>.